[1]
Density functional theory data (ωB97M-V/def2-TZVPD) for the molecule C21H23Cl2N3O at a distorted geometry.

XYZ file:
```
50
Properties=species:S:1:pos:R:3:forces:R:3
C 1.82149 2.15882 1.95063 -0.10 0.12 -0.19
C 0.87613 2.40881 0.78285 -0.09 -0.22 0.21
C -0.21506 1.33382 0.73385 0.48 0.21 0.05
N -1.10971 1.48946 -0.39145 -0.21 0.09 0.02
C -2.24944 2.37646 -0.21220 -0.36 -0.15 -0.14
C -3.50636 1.61017 0.20630 0.07 0.27 -0.01
C -4.67380 2.55876 0.44422 0.15 -0.21 -0.01
C -0.96326 0.91564 -1.60330 0.39 0.00 0.07
O -1.75238 1.12213 -2.50968 -0.24 -0.06 -0.35
C 0.23543 -0.00941 -1.82955 -0.25 -0.12 -0.16
C 0.27676 -1.20475 -0.94081 0.96 0.12 -0.09
C 1.35045 -1.79603 -0.27750 -0.98 0.05 -0.30
C 2.76560 -1.46327 -0.36002 0.30 0.14 -0.02
C 3.57169 -1.64580 0.76358 -0.09 0.05 -0.13
C 4.91756 -1.34209 0.72360 0.10 0.04 -0.06
C 5.46996 -0.85406 -0.45118 -0.22 -0.05 -0.02
Cl 7.15398 -0.46564 -0.50602 0.18 0.04 -0.01
C 4.69113 -0.68551 -1.58443 0.16 0.06 0.03
C 3.34446 -0.99317 -1.53708 -0.04 -0.07 0.20
N 0.91911 -2.78655 0.53973 0.14 -0.31 0.27
C -0.38665 -2.84972 0.39079 0.18 0.36 -0.19
C -1.32737 -3.68672 1.00700 -0.53 -0.05 -0.03
C -2.65043 -3.54952 0.70130 0.34 -0.10 0.13
C -3.04710 -2.58062 -0.24727 0.37 0.34 -0.25
Cl -4.71927 -2.42094 -0.64209 -0.13 0.03 -0.06
C -2.13884 -1.77071 -0.86241 -0.92 -0.14 0.02
N -0.82958 -1.88855 -0.52816 0.36 -0.60 0.51
H 1.27379 2.16676 2.89061 0.00 -0.02 0.15
H 2.58637 2.92953 1.99347 0.11 0.03 0.07
H 2.31176 1.19303 1.84428 0.08 -0.11 0.04
H 1.43677 2.39779 -0.15343 -0.03 0.03 -0.08
H 0.41762 3.39475 0.88204 -0.02 0.04 -0.09
H 0.25798 0.35227 0.70495 -0.07 0.05 0.09
H -0.81323 1.38130 1.64865 0.01 -0.07 -0.03
H -1.99239 3.12471 0.53958 0.04 0.02 0.00
H -2.43791 2.87896 -1.16476 0.03 0.04 0.18
H -3.76421 0.90575 -0.58505 0.06 -0.08 -0.01
H -3.30063 1.03638 1.11405 0.03 -0.06 -0.01
H -4.44267 3.25949 1.24382 -0.04 0.11 0.09
H -5.56534 2.00220 0.72101 -0.12 0.03 0.03
H -4.89033 3.12702 -0.45734 -0.07 0.09 -0.08
H 1.15668 0.56013 -1.69230 0.00 -0.05 0.01
H 0.17477 -0.31435 -2.87980 0.01 0.19 0.07
H 3.12177 -2.03537 1.66305 -0.02 -0.04 0.10
H 5.54163 -1.48222 1.59186 0.07 0.00 0.08
H 5.13764 -0.32441 -2.49757 0.07 0.02 -0.07
H 2.75096 -0.90042 -2.43275 -0.07 0.01 -0.10
H -0.97252 -4.41645 1.71446 0.03 -0.09 0.08
H -3.39968 -4.17171 1.16127 -0.08 -0.08 0.06
H -2.41331 -1.04616 -1.61084 -0.02 0.08 -0.07
```
Positions in Å, forces in eV/Å.

The HOMO-LUMO gap is 8.42 eV. Its energy relative to the best compared isomer or geometry (same formula, charge and spin) is 2.16 kcal per mole. Its charge is 0.

Charges computed using Mulliken, reported in e: number 1, C, carries -1.260; number 2, C, carries -0.161; number 3, C, carries -0.753; number 4, N, carries 0.569; number 5, C, carries -1.328; number 6, C, carries 0.213; number 7, C, carries -1.509; number 8, C, carries -0.007; number 9, O, carries -0.677; number 10, C, carries -0.323; number 11, C, carries -0.967; number 12, C, carries 1.244; number 13, C, carries 0.436; number 14, C, carries -0.428; number 15, C, carries -0.772; number 16, C, carries 0.432; number 17, Cl, carries -0.222; number 18, C, carries -0.911; number 19, C, carries -0.233; number 20, N, carries -0.840; number 21, C, carries 0.341; number 22, C, carries -0.797; number 23, C, carries -0.295; number 24, C, carries 0.081; number 25, Cl, carries -0.218; number 26, C, carries -0.350; number 27, N, carries 0.149; number 28, H, carries 0.342; number 29, H, carries 0.412; number 30, H, carries 0.222; number 31, H, carries 0.292; number 32, H, carries 0.361; number 33, H, carries -0.126; number 34, H, carries 0.464; number 35, H, carries 0.387; number 36, H, carries 0.525; number 37, H, carries 0.156; number 38, H, carries 0.311; number 39, H, carries 0.357; number 40, H, carries 0.406; number 41, H, carries 0.343; number 42, H, carries 0.279; number 43, H, carries 0.364; number 44, H, carries 0.482; number 45, H, carries 0.417; number 46, H, carries 0.424; number 47, H, carries 0.517; number 48, H, carries 0.483; number 49, H, carries 0.460; number 50, H, carries 0.709

[2]
Density functional theory data (ωB97M-V/def2-TZVPD) for a structure of composition C21H23Cl5N5OTi.

XYZ file:
```
56
Properties=species:S:1:pos:R:3:forces:R:3
Ti 0.02528 0.63484 0.01126 0.11 -0.61 -0.26
C 4.20828 -0.47932 0.73423 0.00 0.03 0.01
C 2.78024 -0.40297 0.29957 0.05 -0.22 -0.25
N 1.88496 0.40601 0.88458 -0.38 0.00 -0.14
C 2.29181 1.29112 1.96815 -0.01 0.04 0.01
C 1.43370 2.54588 1.90412 0.04 0.01 0.00
N 0.01612 2.21562 1.61734 0.03 0.00 -0.06
C -0.82623 1.84674 2.77437 -0.01 -0.02 0.02
C -0.81694 0.34278 2.99520 0.00 0.01 0.02
N -1.10568 -0.33896 1.72026 -0.01 0.12 -0.07
C -2.54999 -0.50854 1.39340 -0.05 -0.01 0.00
C -2.79034 -0.32696 -0.12294 0.03 0.06 -0.02
N -1.51430 -0.55675 -0.76467 0.19 0.16 0.33
C -1.24839 -1.38710 -1.72156 0.30 -0.24 -0.26
C -2.28705 -2.14890 -2.47912 -0.01 0.05 -0.03
C 0.18099 -1.56963 -1.89436 -0.44 -0.09 -0.13
C 0.79443 -2.46834 -2.72511 0.11 0.02 0.04
C 2.18113 -2.69371 -2.60378 -0.04 -0.06 -0.09
C 2.88029 -2.05764 -1.61018 -0.05 0.06 0.07
C 2.23948 -1.12973 -0.77164 0.32 0.02 0.19
N 0.90791 -0.82817 -0.97979 -0.27 0.75 0.42
H 4.28386 -0.68353 1.80375 0.01 0.00 0.00
H 4.73124 0.46059 0.54012 0.01 0.00 0.00
H 4.74099 -1.26524 0.20708 -0.01 0.00 0.00
H 3.33848 1.59190 1.89373 0.00 0.00 0.00
H 2.18159 0.78784 2.93517 0.00 0.00 -0.01
H 1.77819 3.15923 1.07051 0.00 0.00 0.00
H 1.52067 3.13371 2.82158 -0.01 0.00 -0.01
H -0.39660 3.02458 1.16414 0.00 0.01 0.00
H -1.84360 2.17566 2.55337 0.00 0.00 0.00
H -0.50770 2.36703 3.68140 0.00 0.00 -0.01
H -1.53284 0.07231 3.77607 0.00 0.00 -0.01
H 0.16755 0.01338 3.32445 0.00 0.00 0.00
H -0.67962 -1.25798 1.74356 0.02 0.02 -0.03
H -3.12820 0.22236 1.95742 0.00 0.00 0.01
H -2.87604 -1.49744 1.71750 0.00 0.01 0.01
H -3.10018 0.69900 -0.33624 -0.04 0.00 0.00
H -3.58288 -0.98661 -0.47843 0.03 -0.03 0.03
H -3.09749 -1.48674 -2.78331 -0.01 0.00 -0.01
H -2.70960 -2.93951 -1.85527 -0.01 0.00 0.00
H -1.87312 -2.61223 -3.36975 0.00 0.00 0.00
H 0.21752 -3.02890 -3.44695 -0.01 0.00 0.00
H 2.67327 -3.39930 -3.25682 0.00 0.00 0.00
H 3.92993 -2.27228 -1.46623 0.00 0.00 0.00
Cl 0.37310 3.80276 -6.76842 0.00 0.00 0.01
C 0.17520 3.26101 -5.15293 0.00 0.00 0.00
C 1.29149 2.98469 -4.36411 -0.01 0.00 -0.01
Cl 2.86993 3.17921 -5.00563 0.00 0.00 0.01
C 1.12398 2.54564 -3.05634 0.02 -0.03 0.04
Cl 2.48533 2.17276 -2.06399 0.02 0.03 -0.01
C -0.14952 2.37841 -2.50674 -0.02 -0.04 -0.17
O -0.30643 1.97288 -1.25600 0.09 -0.01 0.33
C -1.25718 2.65154 -3.31165 0.01 -0.02 0.03
Cl -2.82683 2.41916 -2.63419 -0.01 0.00 0.00
C -1.10274 3.08944 -4.62190 0.00 0.00 -0.01
Cl -2.48536 3.41273 -5.58355 0.00 0.00 0.00
```
Positions in Å, forces in eV/Å.

The HOMO-LUMO gap (alpha / beta) is 5.83 / 5.84 eV. Its energy relative to the best compared isomer or geometry (same formula, charge and spin) is 1.87 kcal per mole. Its charge is +1.

Charges computed using Mulliken, reported in e: number 1, Ti, carries -0.742; number 2, C, carries -1.954; number 3, C, carries 1.038; number 4, N, carries 0.798; number 5, C, carries -0.687; number 6, C, carries -1.104; number 7, N, carries -0.041; number 8, C, carries -0.709; number 9, C, carries -0.697; number 10, N, carries 0.042; number 11, C, carries -0.657; number 12, C, carries -0.826; number 13, N, carries 0.583; number 14, C, carries 0.660; number 15, C, carries -2.035; number 16, C, carries 0.682; number 17, C, carries -0.690; number 18, C, carries -1.107; number 19, C, carries -0.867; number 20, C, carries 0.341; number 21, N, carries 0.700; number 22, H, carries 0.372; number 23, H, carries 0.349; number 24, H, carries 0.427; number 25, H, carries 0.586; number 26, H, carries 0.277; number 27, H, carries 0.413; number 28, H, carries 0.376; number 29, H, carries 0.382; number 30, H, carries 0.435; number 31, H, carries 0.363; number 32, H, carries 0.477; number 33, H, carries 0.239; number 34, H, carries 0.211; number 35, H, carries 0.420; number 36, H, carries 0.394; number 37, H, carries 0.167; number 38, H, carries 0.536; number 39, H, carries 0.437; number 40, H, carries 0.333; number 41, H, carries 0.462; number 42, H, carries 0.348; number 43, H, carries 0.454; number 44, H, carries 0.340; number 45, Cl, carries -0.167; number 46, C, carries 0.395; number 47, C, carries -0.159; number 48, Cl, carries -0.172; number 49, C, carries 0.784; number 50, Cl, carries -0.178; number 51, C, carries -0.896; number 52, O, carries -0.373; number 53, C, carries 0.599; number 54, Cl, carries -0.212; number 55, C, carries 0.028; number 56, Cl, carries -0.172